[1]
Computed, not measured: a single H3OPSi molecule at a distorted geometry, with ωB97M-V with the def2-TZVPD basis set.

Structure (XYZ):
```
6
Properties=species:S:1:pos:R:3:nbo_charge:R:1
O 2.08613 -0.68852 -0.51704 -0.957
Si -0.60247 0.17234 -0.04754 0.349
P 1.70547 0.47592 0.33851 0.971
H -1.16440 1.42966 -0.72896 -0.120
H -0.98267 -1.19941 -0.56977 -0.106
H -1.04205 -0.18999 1.52480 -0.137
```

Calculated values
ΔE to the lowest compared entry with this formula, charge and spin in kJ/mol: 114.7
Charge: 0
Energy in a.u.: -707.80856


[2]
Computed, not measured: 2 unconnected molecules or ions with the total composition H3PS2 at a distorted geometry, with ωB97M-V with the def2-TZVPD basis set.

Structure (XYZ):
```
6
Properties=species:S:1:pos:R:3:nbo_charge:R:1
P -0.15930 0.22556 0.25568 0.324
S 1.58168 0.26179 -0.84510 -0.250
S -1.72662 -0.47012 -0.93835 -0.286
H 0.85760 -1.36407 1.70938 -0.110
H 2.12714 0.89869 0.12909 0.138
H -2.68050 0.44814 -0.31071 0.183
```

Calculated values
ΔE to the lowest compared entry with this formula, charge and spin in kJ/mol: 302.5
Charge: 0
Energy in a.u.: -1139.41059